{"formula": "C33H22BrF3NO3PPb", "method": "the ωB97M-V functional and the def2-TZVPD basis", "spin_multiplicity": 1, "homo_lumo_gap_ev": 8.16, "elements": ["H", "H", "C", "C", "Pb", "C", "C", "C", "C", "C", "C", "C", "H", "C", "C", "H", "H", "F", "C", "H", "H", "C", "C", "C", "C", "H", "C", "O", "C", "C", "C", "H", "N", "C", "C", "F", "C", "H", "C", "C", "C", "H", "F", "H", "C", "H", "C", "Br", "H", "H", "H", "H", "C", "H", "H", "H", "C", "C", "H", "C", "P", "C", "H", "O", "O"], "positions_angstrom": [[14.15, 9.30, 9.47], [11.61, 11.01, 11.95], [15.97, 6.73, 7.37], [15.72, 9.62, 12.95], [15.58, 13.62, 8.97], [11.62, 11.09, 9.75], [15.78, 9.38, 6.70], [20.38, 11.79, 10.21], [15.38, 8.39, 5.81], [15.84, 9.81, 10.57], [14.46, 9.04, 12.83], [14.53, 18.18, 10.54], [11.29, 11.12, 7.63], [12.74, 12.02, 9.78], [13.80, 12.63, 9.84], [22.28, 10.91, 10.03], [18.88, 8.76, 8.36], [7.31, 8.76, 9.98], [13.88, 8.87, 11.60], [16.39, 20.32, 11.76], [17.57, 18.21, 12.03], [16.62, 16.55, 11.16], [14.57, 16.84, 10.31], [16.31, 9.07, 7.93], [18.41, 10.55, 9.43], [16.19, 9.71, 13.92], [18.21, 12.91, 10.46], [18.79, 13.96, 10.76], [9.63, 9.20, 9.88], [19.28, 9.58, 8.95], [9.99, 9.78, 8.65], [16.04, 5.68, 7.64], [15.56, 16.00, 10.60], [16.71, 17.89, 11.48], [16.36, 7.71, 8.24], [8.61, 7.35, 10.97], [10.25, 9.60, 11.06], [9.53, 9.54, 7.68], [11.03, 10.67, 8.57], [14.52, 9.33, 10.47], [18.99, 11.68, 10.05], [21.29, 8.83, 8.84], [8.48, 7.45, 8.81], [9.93, 9.06, 11.97], [20.65, 9.66, 9.18], [13.81, 8.72, 13.68], [21.20, 10.75, 9.84], [13.01, 16.05, 9.54], [17.50, 10.31, 11.89], [15.10, 8.67, 4.80], [17.33, 15.85, 11.49], [15.19, 6.32, 5.40], [8.49, 8.20, 9.94], [15.59, 10.42, 6.42], [12.83, 8.56, 11.47], [20.70, 12.75, 10.63], [15.52, 7.09, 6.12], [16.45, 9.96, 11.80], [13.69, 18.76, 10.24], [15.66, 18.73, 11.17], [16.59, 10.52, 9.06], [11.20, 10.61, 11.01], [16.85, 7.54, 9.20], [16.94, 12.75, 10.48], [15.61, 20.06, 11.31]], "lowdin_charge": [0.10, 0.14, -0.08, -0.07, 1.18, -0.24, -0.12, -0.03, -0.10, -0.37, -0.10, -0.04, 0.12, -0.14, -0.28, 0.12, 0.09, 0.18, -0.10, 0.11, 0.12, -0.11, -0.73, -0.38, -0.27, 0.10, -0.65, 0.03, -0.11, -0.08, -0.01, 0.11, -0.03, 0.02, -0.10, 0.14, -0.02, 0.13, -0.03, -0.10, -0.15, 0.11, 0.12, 0.13, -0.07, 0.12, -0.08, 0.75, 0.12, 0.11, 0.09, 0.12, -0.62, 0.09, 0.10, 0.12, -0.10, -0.08, 0.11, -0.31, 1.08, -0.04, 0.11, -0.34, 0.11]}

=====

{"formula": "C33H22Cl2N6O5Pd", "method": "the ωB97M-V functional and the def2-TZVPD basis", "spin_multiplicity": 1, "homo_lumo_gap_ev": 4.12, "elements": ["O", "H", "C", "C", "H", "H", "O", "C", "C", "H", "C", "H", "H", "H", "C", "H", "H", "C", "C", "C", "C", "C", "H", "H", "H", "H", "C", "C", "C", "H", "N", "C", "C", "H", "O", "C", "H", "C", "H", "H", "N", "C", "C", "C", "C", "C", "Cl", "C", "N", "C", "H", "H", "H", "C", "H", "C", "C", "C", "Cl", "C", "Pd", "N", "C", "N", "C", "O", "C", "O", "N"], "positions_angstrom": [[0.63, -0.77, 0.32], [0.78, -0.64, 4.13], [-1.04, -4.05, 4.11], [3.09, 2.28, 0.63], [3.04, -2.85, 0.52], [-0.22, 4.35, 0.42], [0.82, 0.87, -1.08], [-5.54, 0.64, -2.92], [3.61, -0.79, 0.45], [-1.00, 3.25, -4.39], [-5.25, -0.01, -1.78], [-6.43, 0.39, -3.48], [-0.74, 2.69, -2.72], [3.21, 0.27, -1.40], [-1.79, -1.31, -3.39], [4.55, -3.42, 2.39], [2.74, -1.43, -1.38], [0.28, -1.60, 4.14], [-1.35, 2.58, -3.61], [1.66, 3.91, -0.51], [-3.15, 1.39, -1.58], [3.66, -2.08, 0.97], [-4.46, -1.13, 0.44], [-4.89, 2.10, -4.40], [5.04, 1.96, 0.15], [0.20, 2.84, 2.35], [0.82, -2.68, 4.80], [5.34, -1.42, 2.55], [-3.51, 2.01, -2.83], [-5.88, -0.79, -1.40], [-0.19, -2.77, -6.11], [-1.44, -0.56, 2.74], [2.78, -0.52, -0.78], [6.03, -1.66, 3.35], [-2.16, 1.82, -0.95], [-1.92, -1.42, -4.77], [-1.55, -5.00, 4.10], [-1.59, -2.96, 3.44], [1.51, 4.57, -1.35], [0.58, -4.75, 5.31], [-2.58, -0.29, 0.83], [-0.93, -1.74, 3.46], [-3.75, -0.41, 0.05], [-0.97, -2.16, -5.51], [-4.02, 0.30, -1.06], [0.70, 3.79, 0.48], [2.36, 1.26, 3.06], [4.38, 0.20, 1.06], [4.26, 1.55, 0.64], [0.93, 2.94, 1.55], [-2.53, -3.07, 2.91], [5.85, 0.66, 2.53], [-1.31, 1.55, -3.98], [2.82, 3.17, -0.43], [1.76, -2.58, 5.33], [2.11, 2.22, 1.63], [-4.65, 1.65, -3.45], [0.16, -3.90, 4.79], [4.00, 3.32, -1.70], [4.51, -2.40, 2.02], [-0.90, 0.48, -0.10], [-1.69, -1.21, -2.23], [5.26, -0.13, 2.08], [-3.96, -0.29, -5.85], [1.36, -0.13, -0.50], [-0.98, 0.55, 2.76], [-3.04, -0.82, -5.39], [-2.72, 2.97, -3.36], [-2.65, -0.81, 1.94]], "lowdin_charge": [-0.06, 0.07, -0.07, -0.31, 0.12, 0.11, -0.06, -0.03, -0.16, 0.10, -0.03, 0.12, 0.07, 0.13, -0.23, 0.10, 0.15, -0.01, -0.02, -0.11, -0.23, -0.03, 0.14, 0.13, 0.11, 0.10, -0.06, -0.08, -0.24, 0.12, 0.11, -0.38, -0.01, 0.10, -0.05, -0.30, 0.11, -0.02, 0.11, 0.11, -0.05, -0.15, 0.00, -0.26, -0.12, -0.08, 0.79, -0.26, 0.06, -0.13, 0.11, 0.12, 0.09, -0.59, 0.11, -0.56, 0.05, -0.06, 0.72, -0.08, 1.10, 0.14, -0.04, 0.12, -0.58, 0.09, -0.26, -0.06, 0.17]}

=====

{"formula": "C33H22Cl2N6O5Ti", "method": "the ωB97M-V functional and the def2-TZVPD basis", "spin_multiplicity": 3, "homo_lumo_gap_ev": [4.46, 6.34], "total_charge": -2, "elements": ["C", "O", "H", "C", "C", "N", "H", "C", "H", "H", "C", "H", "H", "C", "C", "Ti", "C", "H", "O", "H", "C", "C", "H", "H", "C", "O", "C", "C", "H", "O", "N", "N", "C", "C", "C", "Cl", "H", "H", "H", "H", "O", "C", "H", "C", "C", "Cl", "H", "C", "C", "H", "N", "H", "C", "H", "C", "C", "H", "N", "C", "C", "C", "C", "C", "N", "C", "C", "H", "C", "C"], "positions_angstrom": [[-0.96, -4.50, 3.14], [2.57, 1.59, 0.69], [2.16, -0.69, -2.74], [2.32, 4.38, 4.77], [0.26, -2.20, 2.17], [0.84, -1.09, 1.54], [-1.63, -2.70, -3.34], [-4.08, -1.57, -1.19], [-4.44, -2.46, -1.70], [-1.76, -4.77, 1.16], [4.15, -0.41, -1.98], [3.46, 1.76, 2.95], [3.91, 2.97, 5.06], [-1.95, -2.78, -0.63], [-1.15, 1.62, -2.54], [0.00, -0.62, -0.35], [-0.65, 2.14, -1.28], [-2.46, 0.56, -6.02], [2.85, -1.01, 2.69], [-2.79, 2.91, -5.23], [1.55, 2.22, 1.15], [-2.28, 2.19, -4.60], [-1.94, 3.57, -3.01], [-5.87, -0.43, -1.42], [4.23, -0.30, 0.42], [-0.37, -0.57, -2.25], [-0.56, -2.99, 1.30], [-0.17, -3.73, 3.97], [5.96, -0.42, -0.79], [-2.29, -3.90, -1.07], [2.13, -0.52, -0.71], [-2.21, -0.46, -0.08], [-1.45, -0.07, -4.28], [2.14, -0.79, 1.71], [2.79, -0.16, 0.43], [-1.73, -5.95, 3.74], [0.21, 4.39, 2.12], [-4.90, 1.56, -0.15], [0.66, 5.63, 4.22], [4.63, -0.46, -2.95], [-1.33, -1.29, -4.87], [-4.32, 0.66, -0.32], [0.07, -2.38, -3.74], [4.88, -0.36, -0.77], [3.11, 3.30, 4.42], [0.09, -4.17, 5.65], [-0.97, -3.26, -4.90], [-0.98, 0.29, -2.98], [-0.93, -2.47, -4.15], [-0.77, 3.20, -1.08], [0.01, 1.51, -0.40], [1.07, -1.97, 4.13], [1.03, 4.10, 2.77], [-2.54, 1.45, 0.57], [2.86, 2.61, 3.23], [1.28, 4.79, 3.94], [2.52, 4.91, 5.70], [0.34, 2.32, 0.69], [0.45, -2.58, 3.48], [-2.77, -1.60, -0.66], [-3.01, 0.60, 0.09], [1.82, 3.01, 2.41], [-1.81, 2.55, -3.37], [-0.69, -2.54, 0.01], [-2.09, 0.88, -5.05], [-1.16, -4.15, 1.81], [4.73, -0.32, 1.37], [-4.86, -0.46, -1.03], [2.79, -0.53, -1.87]], "lowdin_charge": [-0.70, 0.01, 0.10, -0.12, -0.20, 0.01, 0.08, -0.04, 0.10, 0.10, -0.11, 0.11, 0.09, -0.49, -0.13, 1.08, -0.10, 0.11, 0.03, 0.08, -0.41, -0.12, 0.10, 0.08, -0.03, -0.17, -0.23, -0.70, 0.09, -0.02, -0.01, 0.00, -0.20, -0.44, -0.28, 0.58, 0.10, 0.07, 0.09, 0.08, -0.08, -0.11, 0.08, -0.11, -0.09, 0.57, 0.08, -0.26, -0.05, 0.13, -0.07, 0.10, -0.04, 0.10, -0.01, -0.11, 0.09, 0.09, -0.05, -0.22, -0.18, -0.12, -0.08, -0.03, -0.03, -0.05, 0.10, -0.12, -0.14]}

=====

{"formula": "C33H24ClNO2P2S3Zn", "method": "the ωB97M-V functional and the def2-TZVPD basis", "spin_multiplicity": 1, "homo_lumo_gap_ev": 5.74, "total_charge": -2, "elements": ["C", "C", "C", "C", "C", "C", "C", "H", "C", "C", "H", "Cl", "H", "H", "H", "O", "H", "H", "C", "P", "H", "S", "H", "C", "C", "S", "H", "S", "C", "H", "H", "C", "H", "H", "C", "H", "C", "C", "H", "C", "C", "C", "H", "Zn", "C", "H", "C", "N", "C", "O", "C", "H", "H", "H", "C", "C", "P", "H", "C", "C", "C", "H", "C", "C", "H", "C", "C"], "positions_angstrom": [[0.42, 3.22, -1.06], [-0.32, 0.46, 0.08], [4.36, 0.55, 2.89], [-2.69, 2.10, -2.51], [-5.18, -3.32, 1.22], [4.86, -0.86, -1.04], [1.04, 5.54, 0.33], [0.79, 4.34, 2.10], [-0.09, -3.05, -2.03], [3.94, -0.09, -1.74], [-0.69, 0.24, -2.46], [-6.74, -4.84, 2.84], [1.87, 0.45, -1.95], [2.72, -2.42, 1.08], [-4.78, -0.49, 3.81], [-3.61, -0.04, 1.60], [0.15, 2.31, -1.59], [-1.30, -0.54, -4.70], [-0.60, -0.81, -2.70], [0.33, -1.09, -0.06], [-5.28, -4.11, 0.48], [-3.60, 2.08, -1.10], [-0.36, -4.56, -3.53], [4.43, -1.69, -0.02], [-4.26, -1.11, 1.82], [-1.02, 2.06, 2.76], [1.16, 6.49, -1.60], [-0.02, -2.54, 1.28], [1.96, 0.43, 2.99], [1.28, 6.45, 0.87], [3.26, -0.58, 4.35], [-0.42, -3.51, -3.30], [-6.11, -2.50, 4.35], [5.91, -0.80, -1.29], [4.26, 1.38, 1.78], [5.16, 1.74, 1.29], [0.66, 4.41, -1.76], [3.07, -1.77, 0.29], [5.14, -2.28, 0.54], [-0.85, -2.61, -4.27], [-5.78, -3.43, 2.44], [-3.83, -2.16, -0.43], [0.56, 4.42, -2.84], [-2.34, 0.43, 0.14], [1.85, 1.26, 1.88], [-1.13, -2.97, -5.26], [2.59, -0.16, -1.42], [-2.08, 2.14, -3.50], [0.79, 4.37, 1.02], [-3.10, -1.30, -0.91], [-5.64, -2.40, 3.38], [5.33, 0.28, 3.29], [4.26, 0.57, -2.54], [-4.09, -3.03, -1.07], [3.02, 1.72, 1.28], [-4.91, -1.29, 3.09], [0.18, 1.62, 1.22], [1.05, 0.06, 3.46], [2.15, -1.01, -0.40], [0.49, 3.19, 0.32], [-0.18, -1.70, -1.72], [2.95, 2.36, 0.40], [-4.42, -2.19, 0.89], [0.98, 5.56, -1.06], [0.21, -3.75, -1.26], [3.20, 0.08, 3.49], [-0.95, -1.26, -3.97]], "lowdin_charge": [-0.09, -0.63, -0.12, -0.91, -0.09, -0.12, -0.11, 0.08, -0.11, -0.10, 0.05, 0.57, 0.10, 0.06, 0.11, -0.12, 0.07, 0.09, -0.11, 0.34, 0.11, 0.53, 0.09, -0.11, -0.34, 0.17, 0.09, 0.15, -0.11, 0.09, 0.09, -0.11, 0.09, 0.09, -0.10, 0.09, -0.09, -0.11, 0.09, -0.12, -0.69, -0.18, 0.10, 0.44, -0.33, 0.08, -0.09, 0.02, -0.11, -0.03, -0.12, 0.09, 0.09, 0.13, -0.09, 0.00, 0.33, 0.08, -0.31, -0.34, -0.34, 0.10, -0.12, -0.12, 0.07, -0.10, -0.09]}

=====

For the records above, the corresponding maximum force values read 2.24; 0.54; 2.38; 0.36 eV/A.